[1]
Below is one molecule with the formula C6H14N2O2, with properties calculated with ωB97M-V/def2-TZVPD.

Computed properties:
- Orbital gap: 7.960 eV
- ΔE to the lowest compared entry with this formula, charge and spin: 339.4 kJ/mol
- LUMO: 0.26 eV
- Max |F|: 0.801 eV Å⁻¹
- 2S+1: 1
- Net charge: 0

Geometry (Å):
C1 1.76 -0.19 -1.13
C2 -0.03 -1.87 0.63
C3 1.15 0.31 0.14
C4 0.10 -0.37 0.86
N1 0.00 -0.06 2.26
O1 1.91 1.18 0.85
H1 2.57 1.60 0.28
H2 -0.96 0.27 2.42
H3 0.63 0.68 2.54
H4 1.03 -0.68 -1.77
H5 2.21 0.62 -1.70
H6 2.54 -0.92 -0.88
H7 0.73 -2.40 1.21
H8 0.04 -2.17 -0.41
H9 -1.00 -2.18 1.01
C5 -1.83 -0.23 -1.17
C6 -1.31 0.56 0.03
N2 -0.39 1.68 -0.49
O2 -2.15 0.92 0.90
H10 -0.64 2.05 -1.41
H11 -0.39 2.42 0.20
H12 -2.52 0.42 -1.71
H13 -2.39 -1.09 -0.81
H14 -1.06 -0.57 -1.85


[2]
Below is an isolated ion of composition C5H17N2OSi and charge +1, with properties calculated with ωB97M-V/def2-TZVPD.

Computed properties:
- Orbital gap: 10.227 eV
- ΔE to the lowest compared entry with this formula, charge and spin: 169.9 kJ/mol
- LUMO: -2.86 eV
- Max |F|: 6.616 eV Å⁻¹
- SMILES: CN(C)[C@@H](O[SiH3])[NH+](C)C
- 2S+1: 1
- Net charge: +1

Geometry (Å):
C1 -1.73 -1.01 -0.69
N1 -0.23 -0.85 -0.90
C2 0.21 -0.99 -2.28
C3 0.33 0.11 -0.11
O1 -0.32 1.50 -0.18
Si1 0.17 2.75 -1.21
N2 0.10 -0.37 1.28
C4 0.32 0.58 2.38
C5 0.87 -1.59 1.62
H1 -1.88 -2.08 -0.28
H2 -2.12 -0.35 -0.06
H3 -2.01 -0.85 -1.78
H4 -0.28 -1.91 -2.66
H5 -0.05 0.03 -2.69
H6 1.30 -1.22 -2.08
H7 1.47 0.29 -0.32
H8 1.54 2.95 -1.42
H9 -0.53 2.16 -2.35
H10 -0.03 4.03 -0.51
H11 -0.99 -0.47 1.33
H12 -0.01 0.21 3.36
H13 1.24 1.08 2.44
H14 -0.37 1.48 2.21
H15 1.81 -1.22 2.19
H16 0.10 -2.26 2.09
H17 1.06 -2.01 0.62


[3]
Below is a 7-piece molecular cluster, C14H42O7 overall, with properties calculated with ωB97M-V/def2-TZVPD.

Computed properties:
- Orbital gap: 9.498 eV
- ΔE to the lowest compared entry with this formula, charge and spin: 144.8 kJ/mol
- LUMO: 0.23 eV
- Max |F|: 1.359 eV Å⁻¹
- SMILES: CCO.CCO.CCO.CCO.CCO.CCO.CCO
- 2S+1: 1
- Net charge: 0

Geometry (Å):
C1 6.02 1.91 -0.66
C2 4.75 1.41 -0.01
O1 3.89 2.55 0.18
H1 6.81 1.17 -0.61
H2 6.39 2.84 -0.22
H3 5.81 2.15 -1.71
H4 4.97 1.00 0.98
H5 4.21 0.66 -0.60
H6 3.11 2.24 0.68
C3 -2.96 -0.26 -2.33
C4 -4.45 -0.17 -2.46
O2 -4.85 1.17 -2.77
H7 -2.43 0.04 -3.25
H8 -2.67 -1.30 -2.15
H9 -2.61 0.38 -1.52
H10 -4.93 -0.43 -1.51
H11 -4.79 -0.87 -3.24
H12 -5.78 1.27 -2.57
C5 -4.89 -1.14 2.77
C6 -4.49 -0.04 1.80
O3 -3.19 0.46 2.11
H13 -5.20 -0.69 3.71
H14 -4.07 -1.85 2.90
H15 -5.72 -1.73 2.37
H16 -5.21 0.79 1.83
H17 -4.49 -0.40 0.77
H18 -3.26 1.30 2.58
C7 1.36 -5.62 -0.60
C8 1.56 -6.25 -1.96
O4 2.73 -5.73 -2.58
H19 2.26 -5.70 0.01
H20 0.57 -6.18 -0.09
H21 1.03 -4.58 -0.67
H22 0.68 -6.10 -2.60
H23 1.67 -7.34 -1.83
H24 2.70 -5.85 -3.53
C9 0.53 -1.02 -0.72
C10 -0.46 -1.00 0.43
O5 -0.75 0.37 0.76
H25 1.42 -0.52 -0.32
H26 0.15 -0.49 -1.59
H27 0.74 -2.04 -1.02
H28 -0.09 -1.52 1.31
H29 -1.42 -1.47 0.17
H30 -1.64 0.40 1.16
C11 0.47 3.64 -0.85
C12 -0.51 4.78 -1.08
O6 -1.32 4.57 -2.23
H31 1.11 3.79 0.03
H32 1.18 3.52 -1.66
H33 -0.04 2.68 -0.72
H34 -0.01 5.74 -1.15
H35 -1.14 4.88 -0.19
H36 -2.06 4.01 -1.98
C13 2.98 1.29 3.52
C14 1.63 1.01 2.87
O7 1.65 1.50 1.53
H37 3.78 0.58 3.30
H38 2.82 1.28 4.60
H39 3.31 2.29 3.23
H40 0.86 1.52 3.46
H41 1.44 -0.07 2.87
H42 0.84 1.18 1.08


[4]
Below is a 8-piece molecular cluster, C34H79BNO10 overall, with properties calculated with ωB97M-V/def2-TZVPD.

Computed properties:
- Orbital gap (spin up / spin down): 9.016 / 9.118 eV
- LUMO (spin up / spin down): 0.64 / 0.22 eV
- Max |F|: 6.807 eV Å⁻¹
- 2S+1: 2
- Net charge: 0

Geometry (Å):
C1 -1.27 -5.12 -0.75
C2 -0.99 -3.82 -0.79
C3 -0.76 -2.21 -0.74
B1 0.86 -2.02 -1.06
O1 1.72 -3.15 -0.77
O2 1.40 -0.79 -1.60
C4 1.47 0.12 -0.43
C5 2.40 1.41 -0.70
C6 -1.69 -1.59 -1.91
C7 -2.62 -0.34 -1.52
C8 -4.15 -0.67 -2.00
C9 -2.16 0.90 -2.51
N1 -2.51 0.20 -0.14
O3 -3.46 1.10 0.11
C10 -2.42 -0.84 0.93
C11 -3.75 -1.72 1.16
C12 -2.20 0.00 2.34
C13 -1.11 -1.75 0.77
H1 -1.07 -6.26 -0.73
H2 1.66 -3.34 0.20
H3 0.39 0.50 -0.23
H4 1.79 -0.51 0.48
H5 2.44 2.00 0.31
H6 1.90 2.04 -1.53
H7 3.46 1.13 -1.06
H8 -0.97 -1.27 -2.77
H9 -2.36 -2.41 -2.38
H10 -4.06 -0.87 -3.14
H11 -4.87 0.21 -1.85
H12 -4.52 -1.66 -1.49
H13 -3.05 1.64 -2.55
H14 -1.92 0.53 -3.58
H15 -1.28 1.48 -2.04
H16 -3.86 -2.57 0.38
H17 -3.61 -2.27 2.19
H18 -4.69 -1.07 1.26
H19 -3.26 0.38 2.64
H20 -1.77 -0.67 3.17
H21 -1.57 0.95 2.13
H22 -0.23 -1.21 1.31
H23 -1.29 -2.71 1.40
C14 -7.90 -2.92 -3.07
C15 -6.96 -3.85 -2.31
C16 -7.73 -4.88 -1.51
O4 -6.14 -3.08 -1.44
H24 -8.54 -2.37 -2.38
H25 -7.33 -2.18 -3.64
H26 -8.53 -3.48 -3.76
H27 -6.30 -4.36 -3.02
H28 -8.37 -4.39 -0.76
H29 -7.05 -5.53 -0.96
H30 -8.36 -5.50 -2.16
H31 -6.71 -2.63 -0.81
C17 0.25 0.56 -7.64
C18 0.54 0.47 -6.15
C19 1.97 0.03 -5.89
O5 -0.36 -0.45 -5.54
H32 0.37 -0.41 -8.12
H33 -0.79 0.87 -7.81
H34 0.91 1.28 -8.13
H35 0.37 1.45 -5.68
H36 2.15 -0.97 -6.31
H37 2.17 -0.04 -4.82
H38 2.69 0.73 -6.33
H39 -0.21 -1.32 -5.95
C20 2.00 4.41 3.89
C21 3.26 4.52 3.04
C22 3.65 5.97 2.81
O6 3.03 3.89 1.78
H40 1.15 4.89 3.40
H41 1.73 3.36 4.03
H42 2.15 4.87 4.87
H43 4.08 3.99 3.53
H44 2.85 6.51 2.28
H45 4.54 6.04 2.19
H46 3.84 6.48 3.76
H47 2.31 4.35 1.34
C23 4.46 5.84 -2.84
C24 3.40 4.75 -2.77
C25 2.96 4.31 -4.15
O7 2.27 5.24 -2.05
H48 4.08 6.73 -3.35
H49 4.76 6.15 -1.83
H50 5.35 5.49 -3.37
H51 3.79 3.89 -2.22
H52 2.52 5.15 -4.71
H53 2.19 3.54 -4.09
H54 3.80 3.92 -4.73
H55 1.92 6.01 -2.53
C26 6.58 1.17 3.45
C27 5.51 0.08 3.53
C28 5.08 -0.36 2.14
O8 4.38 0.57 4.24
H56 6.19 2.05 2.94
H57 6.87 1.48 4.46
H58 7.46 0.81 2.92
H59 5.91 -0.78 4.08
H60 4.64 0.47 1.58
H61 4.31 -1.14 2.21
H62 5.92 -0.76 1.57
H63 4.03 1.33 3.76
C29 -5.44 1.80 6.65
C30 -4.18 1.92 5.81
C31 -3.79 3.37 5.60
O9 -4.40 1.30 4.54
H64 -6.29 2.29 6.16
H65 -5.72 0.75 6.78
H66 -5.30 2.25 7.64
H67 -3.36 1.38 6.29
H68 -4.58 3.92 5.07
H69 -2.89 3.45 4.98
H70 -3.60 3.87 6.56
H71 -5.12 1.77 4.10
C32 4.64 -5.46 2.06
C33 3.33 -6.13 1.67
C34 3.56 -7.32 0.76
O10 2.49 -5.19 1.02
H72 5.16 -5.08 1.18
H73 4.45 -4.60 2.71
H74 5.30 -6.16 2.58
H75 2.80 -6.46 2.57
H76 4.05 -7.01 -0.17
H77 2.61 -7.79 0.48
H78 4.19 -8.08 1.24
H79 2.95 -4.89 0.21


[5]
Below is C30H50IrP2S as an isolated structure, with properties calculated with ωB97M-V/def2-TZVPD.

Computed properties:
- Orbital gap (spin up / spin down): 6.475 / 5.824 eV
- LUMO (spin up / spin down): -1.57 / -4.68 eV
- Max |F|: 2.228 eV Å⁻¹
- 2S+1: 5
- Net charge: +1

Geometry (Å):
Ir1 -0.37 -0.09 -0.69
C1 -2.03 1.60 -0.10
C2 -2.64 0.74 -1.08
C3 -1.94 -0.57 0.70
C4 -1.72 0.82 1.04
C5 -2.60 -0.60 -0.59
C6 -1.99 3.10 -0.13
H1 -1.69 3.49 -1.11
H2 -1.34 3.52 0.64
H3 -3.01 3.46 0.08
C7 -1.57 1.28 2.44
H4 -1.35 2.34 2.49
H5 -0.78 0.71 2.93
H6 -2.51 1.09 2.99
C8 -2.03 -1.64 1.74
H7 -2.99 -1.48 2.28
H8 -1.21 -1.54 2.47
H9 -2.03 -2.65 1.32
C9 -3.39 -1.76 -1.11
H10 -4.45 -1.50 -1.17
H11 -3.30 -2.63 -0.46
H12 -3.05 -2.04 -2.10
C10 -3.36 1.20 -2.30
H13 -4.36 1.59 -2.03
H14 -3.50 0.39 -3.02
H15 -2.82 2.03 -2.79
C11 1.21 0.37 -2.54
C12 0.14 1.16 -2.73
C13 -0.44 1.41 -4.10
C14 -1.32 0.26 -4.65
C15 -1.28 -1.05 -3.89
C16 -0.17 -1.81 -3.86
C17 1.14 -1.38 -4.46
C18 1.93 -0.26 -3.71
H16 0.36 1.64 -4.82
H17 -1.01 0.09 -5.70
H18 -1.04 2.34 -4.05
H19 2.17 0.54 -4.45
H20 1.67 0.24 -1.52
H21 -0.32 1.75 -1.89
H22 2.92 -0.64 -3.42
H23 1.79 -2.28 -4.50
H24 -0.21 -2.86 -3.54
H25 1.00 -1.04 -5.50
H26 -2.36 0.62 -4.68
H27 -2.26 -1.45 -3.59
P1 1.53 1.54 0.62
C19 1.32 2.53 2.15
H28 2.24 3.11 2.26
H29 1.20 1.89 3.03
H30 0.47 3.22 2.05
C20 3.25 0.91 0.77
H31 3.84 1.75 1.16
H32 3.63 0.62 -0.22
H33 3.28 0.07 1.48
C21 1.70 2.91 -0.59
H34 1.95 2.50 -1.57
H35 2.50 3.57 -0.22
H36 0.74 3.46 -0.63
P2 0.89 -2.22 -0.13
C22 -0.35 -3.23 -1.04
H37 0.15 -4.04 -1.58
H38 -0.89 -2.58 -1.75
H39 -1.09 -3.64 -0.34
C23 2.47 -2.29 -1.06
H40 2.30 -2.04 -2.12
H41 2.90 -3.30 -0.99
H42 3.17 -1.58 -0.60
C24 1.23 -3.42 1.26
H43 1.37 -4.43 0.80
H44 0.39 -3.47 1.97
H45 2.16 -3.15 1.80
S1 1.23 -0.77 2.84
C25 1.30 -0.29 4.48
C26 2.48 0.34 4.98
C27 2.46 0.92 6.23
C28 1.34 0.81 7.05
C29 0.18 0.11 6.62
C30 0.18 -0.47 5.34
H46 3.33 0.41 4.30
H47 3.34 1.47 6.57
H48 1.34 1.23 8.04
H49 -0.70 0.03 7.24
H50 -0.70 -1.01 4.96


[6]
Below is a 3-piece molecular cluster, C15H38ClN8O4P2 overall, with properties calculated with ωB97M-V/def2-TZVPD.

Computed properties:
- Orbital gap: 3.973 eV
- LUMO: 0.59 eV
- Max |F|: 11.329 eV Å⁻¹
- 2S+1: 1
- Net charge: -1

Geometry (Å):
N1 -0.04 -2.32 0.52
C1 1.14 -2.55 1.05
O1 2.34 -2.30 1.92
N2 3.35 -2.10 1.05
C2 3.90 -0.69 1.16
C3 2.79 0.49 0.75
O2 2.45 1.42 1.67
Cl1 2.01 0.62 -0.94
H1 4.33 -0.42 2.22
H2 4.76 -0.61 0.33
O3 -4.52 -2.89 4.28
P1 -3.31 -3.82 4.53
N3 -3.24 -4.23 2.85
C4 -2.78 -5.46 2.23
C5 -2.92 -3.10 1.96
N4 -4.29 -5.00 5.32
C6 -4.62 -6.29 4.74
C7 -5.47 -4.51 6.05
N5 -1.91 -4.88 4.81
C8 -1.72 -5.28 6.23
C9 -0.64 -4.21 4.45
H3 -1.68 -5.54 2.22
H4 -3.11 -5.52 1.19
H5 -3.17 -6.36 2.70
H6 -1.84 -2.90 1.94
H7 -3.42 -2.18 2.26
H8 -3.25 -3.30 0.93
H9 -5.20 -6.19 3.82
H10 -5.20 -6.91 5.43
H11 -3.72 -6.88 4.56
H12 -6.30 -4.30 5.37
H13 -5.22 -3.60 6.61
H14 -5.80 -5.24 6.79
H15 -1.69 -4.41 6.89
H16 -0.78 -5.84 6.36
H17 -2.49 -5.96 6.59
H18 -0.51 -3.28 5.01
H19 -0.60 -3.96 3.39
H20 0.22 -4.86 4.63
O4 4.02 5.67 -3.39
P2 2.71 5.69 -4.22
N6 2.00 4.50 -3.19
C10 1.01 3.49 -3.52
C11 1.79 4.94 -1.81
N7 3.47 4.85 -5.54
C12 3.18 3.47 -5.90
C13 4.90 5.09 -5.74
N8 1.21 5.71 -5.18
C14 1.35 6.29 -6.54
C15 0.18 6.54 -4.53
H21 -0.01 3.90 -3.61
H22 0.97 2.72 -2.74
H23 1.22 2.94 -4.43
H24 0.88 5.54 -1.71
H25 2.62 5.53 -1.43
H26 1.70 4.08 -1.12
H27 3.44 2.78 -5.10
H28 3.72 3.17 -6.80
H29 2.12 3.36 -6.17
H30 5.51 4.50 -5.04
H31 5.15 6.15 -5.61
H32 5.21 4.83 -6.76
H33 1.81 7.29 -6.49
H34 0.38 6.38 -7.03
H35 1.95 5.67 -7.21
H36 0.53 7.56 -4.38
H37 -0.11 6.15 -3.55
H38 -0.74 6.56 -5.12


[7]
Below is C4H7NO as an isolated structure, with properties calculated with ωB97M-V/def2-TZVPD.

Computed properties:
- Orbital gap (spin up / spin down): 8.519 / 8.517 eV
- ΔE to the lowest compared entry with this formula, charge and spin: 485.2 kJ/mol
- LUMO (spin up / spin down): 0.92 / 0.92 eV
- Max |F|: 1.685 eV Å⁻¹
- 2S+1: 1
- Net charge: 0

Geometry (Å):
C1 1.82 0.14 0.27
C2 0.33 0.30 0.27
O1 -0.43 1.14 0.95
C3 -0.68 -0.60 -0.27
C4 -1.70 0.18 0.55
N1 -0.78 0.12 -1.51
H1 2.39 0.90 0.81
H2 2.14 0.13 -0.78
H3 2.09 -0.86 0.68
H4 -0.53 -1.68 -0.19
H5 -2.06 -0.11 1.52
H6 -2.51 0.54 -0.13
H7 -0.05 -0.13 -2.16


[8]
Below is C34H37N5O3RuS as an isolated structure, with properties calculated with ωB97M-V/def2-TZVPD.

Computed properties:
- Orbital gap (spin up / spin down): 7.765 / 4.655 eV
- ΔE to the lowest compared entry with this formula, charge and spin: 58.3 kJ/mol
- LUMO (spin up / spin down): -5.77 / -8.83 eV
- Max |F|: 2.455 eV Å⁻¹
- 2S+1: 5
- Net charge: +2

Geometry (Å):
Ru1 -0.70 0.76 -0.54
C1 1.55 3.88 3.19
C2 2.07 2.89 4.21
C3 2.29 3.30 5.53
C4 2.85 2.45 6.47
C5 3.22 1.16 6.12
C6 3.00 0.72 4.82
C7 2.42 1.58 3.89
N1 2.22 1.08 2.55
C8 1.03 0.95 1.97
N2 -0.06 1.12 2.80
C9 -1.36 1.19 2.47
C10 -1.83 1.12 1.11
C11 -3.19 1.23 0.92
C12 -4.05 1.42 2.00
C13 -3.57 1.48 3.34
C14 -2.25 1.37 3.60
C15 -1.71 1.42 5.00
N3 0.87 0.64 0.72
C16 2.00 0.61 -0.17
C17 2.33 1.80 -0.84
C18 3.39 1.82 -1.72
C19 4.11 0.66 -1.94
C20 3.79 -0.51 -1.27
C21 2.73 -0.57 -0.37
C22 2.40 -1.83 0.38
H1 1.86 4.89 3.45
H2 0.46 3.89 3.14
H3 1.94 3.67 2.19
H4 2.04 4.31 5.80
H5 3.02 2.80 7.48
H6 3.67 0.50 6.84
H7 3.27 -0.29 4.53
H8 3.02 0.78 2.01
H9 0.17 1.25 3.78
H10 -3.62 1.17 -0.06
H11 -5.11 1.53 1.82
H12 -4.27 1.62 4.15
H13 -2.52 1.54 5.72
H14 -1.03 2.27 5.15
H15 -1.18 0.50 5.27
H16 1.74 2.69 -0.65
H17 3.64 2.74 -2.24
H18 4.95 0.67 -2.63
H19 4.37 -1.41 -1.44
H20 2.83 -2.70 -0.12
H21 1.33 -1.98 0.48
H22 2.83 -1.81 1.39
C23 -0.26 -4.92 -0.21
C24 -1.61 -4.37 -0.66
N4 -1.50 -3.55 -1.88
C25 -1.53 -4.30 -3.16
C26 -2.94 -4.37 -3.72
C27 -1.34 -2.23 -1.90
S1 -1.33 -1.45 -0.29
N5 -1.28 -1.63 -3.06
C28 -0.85 -0.40 -3.32
O1 -0.16 0.32 -2.53
C29 -1.10 0.14 -4.66
C30 -0.90 1.50 -4.89
C31 -1.15 2.04 -6.13
C32 -1.58 1.22 -7.16
C33 -1.78 -0.14 -6.95
C34 -1.54 -0.68 -5.70
H23 -0.39 -5.54 0.67
H24 0.42 -4.10 0.03
H25 0.20 -5.53 -0.99
H26 -2.07 -3.79 0.13
H27 -2.29 -5.18 -0.91
H28 -1.14 -5.29 -2.94
H29 -0.85 -3.82 -3.86
H30 -3.63 -4.84 -3.02
H31 -2.94 -4.96 -4.64
H32 -3.31 -3.37 -3.95
H33 -0.55 2.13 -4.08
H34 -1.00 3.10 -6.31
H35 -1.76 1.64 -8.15
H36 -2.11 -0.78 -7.76
H37 -1.69 -1.74 -5.52
O2 -0.99 2.60 -1.24
O3 -2.01 1.89 -1.58